--- P ---
Below is a 2-piece molecular cluster, C3H3FN2S overall, with properties calculated with the ωB97M-V functional and the def2-TZVPD basis.

Bonds (Å) are listed after each position.
Cartesian coordinates (Å):
1 N 1.02 0.67 -1.98  C2 1.122
2 C 1.17 0.46 -0.89  N1 1.122, C3 1.437
3 C 1.37 0.07 0.48  C2 1.437, S4 1.863, H7 1.089, H8 1.154
4 S 0.75 -1.66 0.82  C3 1.863, C5 1.690
5 C -0.71 -1.39 0.01  S4 1.690, N6 1.150
6 N -1.64 -1.01 -0.54  C5 1.150
7 H 2.37 0.16 0.91  C3 1.089
8 H 0.64 0.81 0.97  C3 1.154
9 F -2.73 1.35 0.25  H10 0.997
10 H -2.23 0.54 -0.03  F9 0.997

Computed properties:
- LUMO energy: -0.43 eV
- SMILES: N#CCSC#N.F
- Kohn-Sham gap: 10.672 eV

natural (NBO) atomic charge list, values in e, 6 entries: -0.246, 0.230, -0.611, 0.362, 0.088, -0.348

***

--- Q ---
Below is a 2-piece molecular cluster, C3H3FN2S overall, with properties calculated with the ωB97M-V functional and the def2-TZVPD basis.

Bonds (Å) are listed after each position.
Cartesian coordinates (Å):
1 N 0.34 1.95 -0.01  C2 1.149
2 C 1.22 1.22 0.08  N1 1.149, N3 1.304
3 N 2.28 0.45 0.06  C2 1.304, C4 1.235
4 C 2.48 -0.76 0.03  N3 1.235, F5 1.299, H6 1.147
5 F 3.62 -1.36 -0.12  C4 1.299
6 H 1.57 -1.46 0.09  C4 1.147
7 C -2.92 0.12 -0.06  S8 1.611, H9 1.043, H10 1.061
8 S -2.34 -1.33 0.33  C7 1.611
9 H -3.95 0.22 -0.15  C7 1.043
10 H -2.30 0.96 -0.25  C7 1.061

Computed properties:
- LUMO energy: -0.39 eV
- SMILES: N#C/N=C/F.C=S
- Kohn-Sham gap: 8.582 eV

natural (NBO) atomic charge list, values in e, 6 entries: -0.357, 0.417, -0.534, 0.596, -0.275, 0.150

***

Most stable structure, least stable structure: P, Q.